# 1
{
  "formula": "C32H35N10O4Pb",
  "method": "ωB97M-V with the def2-TZVPD basis set",
  "species": ["Pb", "N", "C", "C", "N", "C", "C", "N", "C", "C", "N", "H", "H", "H", "H", "H", "H", "H", "H", "H", "H", "H", "H", "H", "H", "H", "H", "H", "H", "C", "C", "N", "C", "C", "N", "C", "C", "C", "C", "C", "N", "C", "C", "N", "C", "C", "N", "C", "C", "C", "N", "C", "C", "H", "H", "H", "H", "H", "H", "H", "H", "H", "H", "H", "H", "O", "C", "O", "C", "C", "C", "C", "O", "C", "O", "C", "C", "H", "H", "H", "H", "H"],
  "positions_angstrom": [[0.55496, 0.66707, 0.48000], [-1.54509, 1.40789, -0.59084], [-1.90617, 2.70723, -0.00503], [-2.18918, 2.68639, 1.49558], [-1.02279, 2.28602, 2.33808], [-1.38406, 1.18127, 3.19767], [1.06673, 0.53032, 4.12223], [1.43026, -0.14603, 2.88090], [-0.27857, 3.46916, 2.84670], [1.21690, 3.58684, 2.49067], [1.50625, 3.08830, 1.14991], [-1.15235, 1.52102, -1.60414], [-2.33987, 0.76885, -0.57186], [-2.78698, 3.16386, -0.48359], [-1.08882, 3.42687, -0.11732], [-3.03079, 1.99933, 1.69368], [-2.51409, 3.68304, 1.78089], [-1.91761, 0.36198, 1.38070], [-2.37646, 1.32045, 3.71036], [1.48777, 0.00746, 5.02414], [1.60992, 1.45576, 4.14432], [1.10631, -1.10905, 2.80349], [2.45963, -0.19767, 2.85005], [-0.38187, 3.60824, 3.92148], [-0.78480, 4.33423, 2.39847], [1.84061, 3.07840, 3.24608], [1.47321, 4.64277, 2.60885], [2.52142, 3.10147, 1.00211], [1.08646, 3.65960, 0.43256], [2.28521, -1.70817, -3.34991], [2.42453, -1.14950, -2.09286], [1.58541, -1.47480, -1.10336], [0.63181, -2.36330, -1.34249], [0.53359, -2.96179, -2.63133], [1.34402, -2.63484, -3.59599], [-0.28661, -2.73148, -0.32363], [-0.89683, -4.01828, -0.40531], [-1.82556, -4.36802, 0.57013], [-2.16560, -3.41907, 1.53672], [-1.53982, -2.18395, 1.55231], [-0.62481, -1.82914, 0.61306], [-1.75916, -1.24944, 2.63291], [-2.17726, -1.63004, 3.87314], [-1.90446, -0.99945, 5.02483], [-1.05020, -0.10453, 5.29348], [-0.44015, 0.89035, 4.37879], [-1.55927, 0.06274, 2.29405], [-2.46638, -5.70027, 0.49886], [-1.79378, -6.77357, -0.09243], [-2.42059, -8.01466, -0.10230], [-3.62958, -8.19630, 0.41049], [-4.24706, -7.21011, 0.99094], [-3.75356, -5.90898, 1.02167], [2.91657, -1.44345, -4.19337], [3.19341, -0.40904, -1.86887], [-0.26693, -3.67862, -2.85591], [-0.57212, -4.70626, -1.18879], [-2.96591, -3.65638, 2.25351], [-2.69229, -2.57997, 3.99189], [-0.74602, -0.01811, 6.35305], [-0.32463, 1.77400, 5.03728], [-0.79733, -6.62176, -0.53167], [-1.94463, -8.86645, -0.55734], [-5.21103, -7.44223, 1.44069], [-4.33330, -5.08307, 1.45806], [-0.25637, 1.55319, -2.97775], [0.86469, 1.98655, -2.66155], [1.39786, 1.96961, -1.51169], [1.74335, 2.60342, -3.75251], [1.05909, 3.01153, -4.94864], [1.72671, 3.79017, -5.91859], [3.05823, 4.09861, -5.69909], [3.91881, 4.74278, -6.52632], [5.19951, 4.64255, -5.92259], [5.05434, 4.01811, -4.66796], [3.74001, 3.66952, -4.54147], [3.08387, 2.96107, -3.54729], [0.03038, 2.71317, -5.07267], [1.23360, 4.11958, -6.81854], [5.57222, 5.66940, -5.82690], [5.83179, 3.99767, -6.58508], [3.56130, 2.56993, -2.63778]],
  "total_charge": 3,
  "relative_energy_kcal_mol": 0.0,
  "gap_ev": [4.42, 4.81],
  "multiplicity": 1,
  "lumo_energy_ev": [-10.913, -10.521],
  "energy_ev": -62063.344
}

***

# 2
{
  "formula": "C32H35N4O",
  "method": "ωB97M-V with the def2-TZVPD basis set",
  "species": ["C", "C", "C", "C", "O", "C", "C", "C", "C", "C", "C", "C", "C", "C", "C", "C", "C", "C", "C", "C", "H", "H", "H", "H", "H", "H", "H", "H", "H", "H", "H", "H", "H", "H", "H", "C", "C", "N", "C", "C", "N", "C", "C", "N", "C", "C", "C", "C", "N", "C", "C", "C", "H", "H", "H", "H", "H", "H", "H", "H", "H", "H", "H", "H", "H", "H", "H", "H", "H", "H", "H", "H"],
  "positions_angstrom": [[1.15339, 3.44815, -6.00312], [2.23761, 3.87918, -5.23605], [3.21610, 2.96762, -4.83057], [3.02278, 1.62504, -5.16658], [3.62232, 0.59574, -4.42560], [3.09398, 0.26112, -3.17651], [1.99431, -0.59563, -3.00453], [1.49861, -0.84509, -1.71911], [2.13233, -0.33464, -0.57801], [1.66055, -0.67789, 0.84512], [2.35061, 0.14357, 1.93255], [2.65370, -0.54358, 3.11001], [3.28808, 0.12977, 4.15016], [3.72861, 1.44444, 3.96282], [3.44350, 2.11859, 2.76628], [2.62504, 1.51149, 1.80624], [3.31636, 0.38902, -0.79175], [3.76904, 0.75586, -2.05854], [2.07956, 1.22200, -6.10558], [1.09833, 2.13514, -6.48064], [0.36105, 4.14566, -6.25148], [2.35136, 4.93748, -4.98047], [4.08016, 3.28057, -4.24299], [1.52129, -1.06383, -3.87281], [0.67074, -1.54118, -1.59009], [2.12355, -1.66474, 0.99117], [2.45225, -1.61092, 3.12656], [3.50611, -0.43984, 5.04388], [4.38471, 1.89521, 4.71329], [3.91464, 3.08163, 2.54961], [2.30772, 2.08105, 0.92812], [3.93219, 0.67869, 0.05789], [4.62110, 1.43344, -2.20986], [2.06658, 0.18244, -6.43823], [0.32009, 1.81254, -7.17575], [-1.71819, 3.16832, -0.15379], [-2.37277, 1.98697, -0.88447], [-2.88253, 0.89691, -0.02281], [-4.18859, 0.42335, -0.35120], [-4.88512, -0.26812, 0.82951], [-3.96380, -1.08886, 1.59485], [-4.53066, -2.09683, 2.46803], [-3.50251, -2.70793, 3.43405], [-2.20953, -2.87578, 2.82882], [-1.32731, -3.89985, 3.43959], [-0.75503, -4.95218, 2.47602], [-1.68020, -1.86509, 2.06011], [-0.29555, -1.69582, 1.92274], [0.22543, -0.78006, 1.02780], [-0.63285, 0.14700, 0.46253], [-2.02203, 0.04596, 0.63683], [-2.61234, -0.97899, 1.43624], [-1.39461, 3.89216, -0.92247], [-2.44888, 3.67011, 0.50138], [-0.83716, 2.88475, 0.44379], [-3.23979, 2.37499, -1.44171], [-1.65168, 1.58756, -1.61925], [-4.80243, 1.26879, -0.71340], [-4.18041, -0.30588, -1.17887], [-5.37946, 0.49296, 1.46677], [-5.69244, -0.89949, 0.44150], [-5.35081, -1.65975, 3.04967], [-4.99287, -2.91052, 1.87044], [-3.47399, -2.06574, 4.32904], [-3.86746, -3.68782, 3.79948], [-0.47610, -3.40063, 3.92635], [-1.90129, -4.41616, 4.22577], [-0.22037, -5.71070, 3.07485], [-1.54690, -5.46369, 1.90593], [-0.03495, -4.52201, 1.76121], [0.44480, -2.32338, 2.45002], [-0.19795, 0.89736, -0.22080]],
  "total_charge": 1,
  "relative_energy_kcal_mol": 0.0,
  "gap_ev": 7.86,
  "multiplicity": 1,
  "lumo_energy_ev": -2.771,
  "energy_ev": -41753.420,
  "smiles": "CCN1CCN2CCN(CC)c3c[n+]([C@H](c4ccccc4)c4ccc(Oc5ccccc5)cc4)cc1c32"
}

***

# 3
{
  "formula": "C32H35N4O4PSm",
  "method": "ωB97M-V with the def2-TZVPD basis set",
  "species": ["Sm", "O", "C", "O", "C", "C", "C", "C", "C", "N", "C", "O", "O", "H", "H", "H", "H", "N", "C", "C", "C", "C", "C", "C", "C", "C", "C", "C", "C", "C", "N", "C", "C", "C", "C", "N", "H", "H", "H", "H", "H", "H", "H", "H", "H", "H", "C", "C", "C", "P", "C", "C", "C", "C", "C", "C", "H", "H", "H", "H", "H", "H", "H", "H", "H", "H", "H", "H", "H", "H", "H", "H", "H", "H", "H", "H", "H"],
  "positions_angstrom": [[0.42855, 0.55902, 0.51937], [-3.99245, 0.84222, -1.03623], [-2.83465, 0.93762, -0.42993], [-2.01125, 0.02782, -0.39723], [-2.57915, 2.21042, 0.28767], [-3.40115, 3.32852, 0.25647], [-3.03725, 4.42542, 1.03107], [-1.86995, 4.37242, 1.77257], [-1.08175, 3.22382, 1.70637], [-1.44365, 2.16162, 0.99797], [0.31685, 3.09532, 2.36807], [0.63015, 3.86592, 3.24867], [0.99625, 2.13692, 1.87987], [-4.12505, -0.02898, -1.44953], [-4.28445, 3.34152, -0.36083], [-3.64985, 5.31412, 1.04257], [-1.53755, 5.19602, 2.38407], [-1.82915, -1.48378, -9.44963], [-1.49955, -1.13678, -8.40943], [-1.09655, -0.74658, -7.10883], [-1.82345, -1.20348, -6.00853], [-1.40485, -0.87688, -4.73613], [-0.28385, -0.07098, -4.53773], [0.42075, 0.40072, -5.64013], [0.02475, 0.06132, -6.91923], [0.17325, 0.20052, -3.15553], [0.66405, -0.93068, -2.48373], [0.92405, -2.19148, -3.09223], [1.37925, -3.03298, -2.10433], [1.38265, -2.27498, -0.92603], [0.97585, -1.01428, -1.12933], [0.07315, 1.50812, -2.66563], [-0.42445, 2.64902, -3.36013], [-0.27555, 3.72702, -2.52063], [0.30785, 3.22832, -1.34073], [0.52175, 1.91192, -1.40883], [-2.69565, -1.82318, -6.15843], [-1.94045, -1.25638, -3.87983], [1.30155, 1.00562, -5.49273], [0.59095, 0.40522, -7.77203], [0.81355, -2.42058, -4.13383], [1.67035, -4.06068, -2.20043], [1.67195, -2.60998, 0.06127], [-0.83705, 2.66052, -4.34853], [-0.53555, 4.75032, -2.70803], [0.59905, 3.80402, -0.47103], [3.72135, -2.03268, 2.23687], [2.45375, -2.52418, 2.94557], [2.09905, -3.94898, 2.53617], [1.14945, -1.16858, 2.73807], [-0.55615, -1.87188, 3.14037], [-1.55565, -0.72008, 2.94307], [-0.97035, -2.98038, 2.17207], [1.64275, -0.18808, 4.26917], [0.52655, 0.47652, 5.06467], [2.70015, 0.86662, 3.89657], [4.48015, -2.81238, 2.22397], [4.15555, -1.17878, 2.75237], [3.51825, -1.74318, 1.20367], [2.66325, -2.56798, 4.01877], [1.80465, -4.03788, 1.49577], [1.31805, -4.34888, 3.17537], [2.97845, -4.57298, 2.68477], [-0.57845, -2.23698, 4.17227], [-1.78355, -0.63118, 1.87047], [-1.17925, 0.23792, 3.30737], [-2.48975, -0.93328, 3.46117], [-0.74985, -2.67378, 1.14407], [-2.04245, -3.15698, 2.25407], [-0.47815, -3.92428, 2.36887], [2.09805, -0.93508, 4.93077], [0.03465, 1.26242, 4.49617], [0.97985, 0.95552, 5.92857], [-0.20625, -0.24068, 5.42457], [3.12365, 0.71262, 2.90007], [3.50955, 0.86662, 4.62197], [2.26065, 1.86202, 3.90177]],
  "total_charge": 1,
  "relative_energy_kcal_mol": 6.5,
  "gap_ev": [6.77, 6.79],
  "multiplicity": 6,
  "lumo_energy_ev": [-3.758, -3.737],
  "energy_ev": -75093.349
}